[1]
{
  "formula": "INa",
  "method": "ωB97M-V/def2-TZVPD",
  "e_homo_ev": -7.8,
  "gap_ev": 6.4,
  "lumo_ev": -1.4,
  "species": ["Na", "I"],
  "coordinates": [[0.329, -0.533, -1.360], [-0.329, 0.533, 1.360]]
}

***

[2]
{
  "formula": "C34H38GaN6O2S2Sb",
  "method": "ωB97M-V/def2-TZVPD",
  "total_charge": 2,
  "e_homo_ev": -12.7,
  "gap_ev": 8.2,
  "lumo_ev": -4.5,
  "species": ["Ga", "C", "C", "N", "C", "C", "S", "C", "C", "N", "H", "H", "H", "H", "H", "H", "H", "H", "H", "H", "H", "H", "H", "H", "N", "C", "C", "C", "C", "C", "C", "S", "O", "O", "N", "C", "N", "C", "C", "C", "N", "H", "H", "H", "H", "H", "H", "H", "H", "H", "C", "C", "C", "C", "C", "C", "Sb", "C", "C", "C", "C", "C", "C", "C", "C", "C", "C", "C", "C", "H", "H", "H", "H", "H", "H", "H", "H", "H", "H", "H", "H", "H", "H", "H"],
  "coordinates": [[-0.843, 0.355, 0.328], [-2.602, 2.148, 1.822], [-2.618, 2.532, 0.333], [-2.368, 1.373, -0.558], [-3.538, 0.575, -0.975], [-4.232, -0.175, 0.154], [-3.139, -1.308, 1.082], [-3.172, -0.659, 2.778], [-1.926, 0.140, 3.141], [-1.555, 1.128, 2.101], [-3.565, 1.755, 2.133], [-2.419, 3.046, 2.411], [-1.820, 3.245, 0.129], [-3.568, 3.010, 0.086], [-1.874, 1.756, -1.377], [-3.182, -0.146, -1.715], [-4.267, 1.225, -1.466], [-5.018, -0.785, -0.289], [-4.715, 0.492, 0.865], [-3.224, -1.526, 3.436], [-4.101, -0.111, 2.931], [-1.071, -0.529, 3.249], [-2.081, 0.650, 4.095], [-0.713, 1.589, 2.436], [4.103, 4.869, 4.764], [3.567, 3.967, 3.911], [2.459, 3.187, 4.294], [1.911, 2.282, 3.418], [2.441, 2.136, 2.135], [3.561, 2.879, 1.752], [4.112, 3.783, 2.626], [1.778, 0.987, 1.033], [0.870, 0.093, 1.787], [2.807, 0.381, 0.252], [0.607, 1.650, 0.074], [0.867, 2.522, -0.967], [-0.151, 2.715, -1.817], [0.090, 3.538, -2.842], [1.311, 4.155, -3.026], [2.285, 3.884, -2.076], [2.072, 3.072, -1.045], [3.783, 4.934, 5.713], [4.950, 5.354, 4.530], [2.064, 3.279, 5.297], [1.116, 1.630, 3.760], [3.989, 2.731, 0.772], [4.986, 4.351, 2.335], [-0.730, 3.701, -3.531], [1.493, 4.813, -3.861], [3.270, 4.331, -2.137], [-3.767, -3.782, -3.455], [-3.383, -4.387, -2.266], [-2.336, -3.861, -1.522], [-1.672, -2.731, -1.984], [-2.047, -2.127, -3.183], [-3.099, -2.656, -3.916], [-0.101, -1.823, -0.922], [0.651, -3.139, 0.510], [-0.216, -3.663, 1.469], [0.286, -4.513, 2.442], [1.640, -4.824, 2.456], [2.496, -4.289, 1.507], [2.006, -3.439, 0.523], [1.336, -1.619, -2.440], [1.947, -0.412, -2.749], [2.859, -0.357, -3.794], [3.156, -1.502, -4.518], [2.542, -2.709, -4.207], [1.626, -2.772, -3.169], [-4.581, -4.200, -4.032], [-3.894, -5.275, -1.920], [-2.032, -4.347, -0.603], [-1.500, -1.271, -3.567], [-3.385, -2.199, -4.855], [-1.273, -3.417, 1.454], [-0.376, -4.938, 3.186], [2.028, -5.490, 3.215], [3.550, -4.533, 1.528], [2.678, -3.017, -0.215], [1.730, 0.476, -2.177], [3.344, 0.579, -4.036], [3.870, -1.457, -5.329], [2.774, -3.600, -4.774], [1.142, -3.714, -2.935]]
}

***

[3]
{
  "formula": "C23H36IrN5OS2Si3",
  "method": "ωB97M-V/def2-TZVPD",
  "total_charge": 1,
  "s2": 1.020,
  "e_homo_ev": [-11.0, -11.1],
  "spin_multiplicity": 2,
  "gap_ev": [5.4, 5.5],
  "lumo_ev": [-5.6, -5.6],
  "species": ["Ir", "C", "Si", "C", "C", "C", "Si", "C", "C", "C", "Si", "C", "C", "C", "C", "C", "C", "C", "N", "H", "H", "H", "H", "H", "H", "H", "H", "H", "H", "H", "H", "H", "H", "H", "H", "H", "H", "H", "H", "H", "H", "H", "H", "H", "H", "H", "H", "S", "C", "S", "C", "C", "N", "C", "N", "N", "C", "N", "C", "C", "O", "C", "C", "H", "H", "H", "H", "H", "H", "H", "H"],
  "coordinates": [[-1.039, 0.798, -0.373], [3.353, -1.042, -1.565], [1.533, -0.842, -1.044], [0.453, -1.521, -2.476], [1.211, -1.994, 0.456], [1.137, 1.002, -0.615], [1.560, 2.246, -2.017], [3.414, 2.677, -1.956], [1.131, 1.510, -3.727], [0.527, 3.850, -1.942], [1.718, 1.533, 1.133], [3.373, 0.753, 1.658], [1.903, 3.398, 1.473], [0.346, 0.986, 2.381], [0.460, 1.247, 3.740], [-0.625, 1.059, 4.579], [-1.795, 0.537, 4.048], [-1.831, 0.259, 2.693], [-0.797, 0.504, 1.895], [3.615, -2.093, -1.628], [4.034, -0.577, -0.864], [3.532, -0.602, -2.539], [0.254, -2.576, -2.320], [0.960, -1.432, -3.428], [-0.504, -1.014, -2.567], [1.066, -3.008, 0.100], [0.332, -1.705, 1.021], [2.051, -2.018, 1.138], [4.039, 1.793, -1.948], [3.667, 3.267, -1.083], [3.681, 3.260, -2.832], [1.763, 0.670, -3.988], [1.269, 2.273, -4.486], [0.095, 1.190, -3.774], [0.625, 4.377, -1.001], [-0.526, 3.641, -2.107], [0.845, 4.523, -2.733], [4.137, 0.992, 0.928], [3.329, -0.323, 1.754], [3.703, 1.158, 2.608], [2.669, 3.835, 0.843], [2.205, 3.566, 2.503], [0.988, 3.957, 1.318], [1.392, 1.623, 4.126], [-0.572, 1.339, 5.620], [-2.663, 0.366, 4.663], [-2.718, -0.153, 2.229], [-3.129, 2.029, -1.213], [-3.090, 3.050, 0.173], [-1.510, 3.324, 0.773], [-4.206, 3.597, 0.785], [-5.510, 3.345, 0.329], [-6.573, 3.099, -0.028], [-4.047, 4.353, 1.961], [-3.869, 4.932, 2.936], [-2.148, -1.124, -0.382], [-2.187, -2.283, -0.360], [-2.288, -3.563, -0.331], [-2.178, -4.331, 0.899], [-0.974, -5.277, 0.784], [-1.065, -6.081, -0.364], [-1.111, -5.315, -1.540], [-2.326, -4.377, -1.537], [-3.096, -4.914, 1.021], [-2.053, -3.669, 1.754], [-0.951, -5.958, 1.636], [-0.047, -4.683, 0.767], [-1.185, -6.020, -2.370], [-0.189, -4.719, -1.645], [-3.248, -4.968, -1.519], [-2.317, -3.740, -2.420]]
}

***

[4]
{
  "formula": "C26H22NO",
  "method": "ωB97M-V/def2-TZVPD",
  "total_charge": 1,
  "e_homo_ev": -10.9,
  "smiles": "COc1ccc(C2([n+]3ccc(C)cc3)c3ccccc3-c3ccccc32)cc1",
  "gap_ev": 6.9,
  "lumo_ev": -4.0,
  "species": ["C", "O", "C", "C", "C", "C", "C", "C", "C", "C", "C", "C", "C", "C", "C", "C", "C", "C", "C", "C", "C", "H", "H", "H", "H", "H", "H", "H", "H", "H", "H", "H", "H", "H", "H", "H", "C", "C", "C", "C", "N", "C", "C", "H", "H", "H", "H", "H", "H", "H"],
  "coordinates": [[5.720, -0.540, -2.562], [4.996, 0.421, -1.758], [3.690, 0.205, -1.429], [3.032, 1.227, -0.701], [1.693, 1.105, -0.371], [0.946, -0.038, -0.666], [-0.485, -0.040, -0.093], [-1.347, -1.286, -0.608], [-2.534, -0.888, -1.239], [-3.467, -1.826, -1.717], [-3.139, -3.177, -1.684], [-1.877, -3.561, -1.227], [-0.946, -2.607, -0.744], [-2.571, 0.568, -1.347], [-1.392, 1.112, -0.796], [-1.056, 2.395, -1.216], [-2.052, 3.226, -1.801], [-3.316, 2.726, -2.121], [-3.574, 1.372, -1.927], [1.566, -0.999, -1.473], [2.924, -0.920, -1.799], [6.723, -0.114, -2.648], [5.766, -1.516, -2.059], [5.273, -0.648, -3.561], [3.603, 2.102, -0.401], [1.240, 1.933, 0.165], [-4.453, -1.499, -2.064], [-3.859, -3.941, -2.018], [-1.613, -4.613, -1.207], [0.055, -2.938, -0.488], [-0.058, 2.805, -1.108], [-1.836, 4.278, -1.977], [-4.088, 3.399, -2.534], [-4.555, 0.951, -2.171], [1.058, -1.877, -1.866], [3.424, -1.731, -2.347], [-0.155, 0.508, 5.853], [-0.213, 0.404, 4.352], [-1.301, 0.838, 3.598], [-1.391, 0.708, 2.215], [-0.414, 0.088, 1.413], [0.709, -0.290, 2.185], [0.797, -0.153, 3.572], [0.774, 0.098, 6.285], [-0.218, 1.542, 6.242], [-0.971, -0.029, 6.375], [-2.128, 1.289, 4.116], [-2.231, 1.117, 1.656], [1.564, -0.678, 1.626], [1.685, -0.504, 4.070]]
}

***

Relative energy (zero: lowest compared OMol25 entry of this formula, charge and spin) readings, ordered: 10.7; 0.0; 258.4; 78.3 kJ/mol